No. 1
Density functional theory data (wB97M-V/def2-TZVPD) for the molecule C6H14O.

Output
SMILES: CC(C)C[C@@H](C)O
Net charge: 0
Multiplicity: 1
Frontier orbital gap, eV: 11.16
Calculated total energy, Ha: -312.2432

Each line ends with the Löwdin charge.
Cartesian coordinates (Å):
C -0.51 1.82 -0.49  -0.09
C 0.76 1.09 -0.06  -0.41
C 1.81 1.18 -1.18  -0.10
C 0.56 -0.40 0.33  -0.14
C -0.86 -0.93 0.44  -0.47
C -0.87 -2.43 0.69  -0.06
O -1.50 -0.25 1.52  -0.04
H -0.27 2.86 -0.75  0.08
H -1.25 1.82 0.31  0.07
H -0.96 1.36 -1.38  0.08
H 1.15 1.61 0.82  0.13
H 2.07 2.23 -1.40  0.07
H 1.43 0.73 -2.10  0.08
H 2.74 0.65 -0.91  0.08
H 1.05 -0.60 1.29  0.12
H 1.07 -1.04 -0.41  0.11
H -1.40 -0.72 -0.50  0.14
H -0.36 -2.66 1.63  0.09
H -0.36 -2.97 -0.12  0.08
H -1.89 -2.82 0.75  0.08
H -2.42 -0.55 1.55  0.10

---

No. 2
Density functional theory data (wB97M-V/def2-TZVPD) for the molecule C6H9NO at a distorted geometry.

Output
SMILES: C=C[C@](C)(O)CC#N
Net charge: 0
Multiplicity: 1
Frontier orbital gap, eV: 10.30
Calculated total energy, Ha: -363.9200

Each line ends with the Löwdin charge.
Cartesian coordinates (Å):
C -0.40 -2.26 -0.20  0.03
C 0.19 -1.17 -0.66  -0.12
C 0.45 0.08 0.22  -0.49
C 1.79 0.71 -0.11  -0.03
O 0.34 0.00 1.60  0.00
C -0.87 1.32 -0.31  -0.06
C -2.16 1.08 0.26  -0.26
N -3.12 1.05 0.91  0.14
H -0.28 -3.12 -0.73  0.02
H -0.85 -2.41 0.81  0.09
H 0.62 -1.07 -1.74  0.15
H 1.79 1.60 0.59  0.11
H 2.72 0.26 0.18  0.09
H 1.60 0.92 -1.14  0.07
H -0.56 -0.29 1.80  0.09
H -0.79 1.09 -1.41  0.11
H -0.47 2.22 -0.06  0.06

---

No. 3
Density functional theory data (wB97M-V/def2-TZVPD) for the molecule C6H10.

Output
SMILES: C#CCC(C)C
Net charge: 0
Multiplicity: 1
Frontier orbital gap, eV: 11.01
Calculated total energy, Ha: -234.5527

Each line ends with the Löwdin charge.
Cartesian coordinates (Å):
C 2.75 0.48 0.05  0.11
C 1.63 0.64 0.46  -0.15
C 0.26 0.91 0.93  -0.20
C -0.83 0.08 0.22  -0.45
C -0.78 0.23 -1.30  -0.09
C -0.76 -1.39 0.62  -0.09
H 3.75 0.36 -0.32  0.02
H 0.07 1.98 0.78  0.12
H 0.21 0.73 2.01  0.12
H -1.79 0.49 0.58  0.13
H -1.60 -0.31 -1.77  0.08
H 0.17 -0.17 -1.69  0.08
H -0.85 1.28 -1.61  0.08
H -0.83 -1.51 1.71  0.08
H -1.58 -1.96 0.16  0.08
H 0.19 -1.83 0.29  0.08

---

No. 4
Density functional theory data (wB97M-V/def2-TZVPD) for a cluster of 9 separate species, C35H55NO28S in total at a distorted geometry.

Output
Net charge: 0
Multiplicity: 1
Frontier orbital gap, eV: 10.41
Calculated total energy, Ha: -3926.2941

Each line ends with the Löwdin charge.
Cartesian coordinates (Å):
C -1.00 0.59 3.03  -0.05
C -0.93 1.13 1.55  -0.36
N -0.90 2.41 1.34  0.14
C -0.84 0.11 0.34  -0.18
O 0.37 0.21 -0.44  -0.34
S 1.76 0.02 0.47  1.04
O 1.52 -0.81 1.69  -0.41
O 2.16 1.59 1.02  -0.37
O 2.83 2.18 -0.05  -0.09
H 0.04 0.57 3.44  0.08
H -1.48 -0.43 3.02  0.08
H -1.60 1.30 3.66  0.08
H -0.97 2.88 2.26  0.04
H -1.68 0.41 -0.36  0.13
H -1.09 -0.95 0.65  0.13
H 2.78 3.15 0.07  0.12
C -1.12 -0.37 -3.98  -0.01
C -2.61 -0.59 -4.12  -0.33
C -3.30 0.49 -4.91  -0.10
O -4.62 0.48 -4.34  0.07
C -4.50 0.01 -3.07  -0.55
O -5.36 0.05 -2.25  0.15
O -3.26 -0.50 -2.85  0.08
H -0.66 -1.21 -3.46  0.08
H -0.64 -0.28 -4.96  0.09
H -0.90 0.52 -3.39  0.09
H -2.81 -1.58 -4.54  0.16
H -3.34 0.27 -5.97  0.13
H -2.87 1.48 -4.76  0.13
C 1.66 -3.54 0.47  -0.01
C 1.14 -4.19 -0.79  -0.31
C 1.10 -5.69 -0.73  -0.10
O 1.27 -6.06 -2.10  0.04
C 1.96 -5.06 -2.69  -0.56
O 2.44 -5.12 -3.78  0.15
O 2.03 -3.96 -1.89  0.09
H 1.61 -2.45 0.38  0.02
H 1.08 -3.83 1.34  0.11
H 2.71 -3.79 0.64  0.09
H 0.16 -3.77 -1.06  0.16
H 0.14 -6.06 -0.34  0.14
H 1.91 -6.13 -0.15  0.09
C 7.47 -6.78 -0.45  -0.02
C 5.98 -6.99 -0.62  -0.33
C 5.30 -5.89 -1.39  -0.08
O 3.98 -5.91 -0.84  0.04
C 4.08 -6.41 0.42  -0.52
O 3.20 -6.38 1.24  0.14
O 5.31 -6.93 0.65  0.10
H 7.92 -7.63 0.07  0.09
H 7.96 -6.66 -1.42  0.09
H 7.68 -5.90 0.16  0.09
H 5.78 -7.97 -1.06  0.16
H 5.28 -6.09 -2.46  0.15
H 5.73 -4.90 -1.21  0.15
C -3.99 6.51 1.43  -0.02
C -3.77 6.01 2.84  -0.33
C -3.38 7.09 3.81  -0.09
O -2.60 6.38 4.77  0.05
C -2.08 5.30 4.12  -0.54
O -1.22 4.60 4.57  0.14
O -2.64 5.13 2.90  0.08
H -4.32 5.69 0.79  0.09
H -4.74 7.30 1.40  0.09
H -3.06 6.89 0.99  0.09
H -4.65 5.46 3.19  0.16
H -4.25 7.56 4.28  0.14
H -2.76 7.88 3.36  0.14
C -0.30 -8.68 -3.56  -0.01
C -1.08 -9.56 -2.61  -0.34
C -0.36 -9.84 -1.31  -0.11
O -0.88 -11.11 -0.94  0.06
C -1.26 -11.74 -2.09  -0.55
O -1.56 -12.89 -2.17  0.16
O -1.25 -10.87 -3.14  0.09
H -0.89 -8.47 -4.45  0.09
H -0.02 -7.73 -3.09  0.07
H 0.61 -9.18 -3.90  0.10
H -2.07 -9.13 -2.43  0.16
H -0.58 -9.10 -0.55  0.14
H 0.72 -9.92 -1.43  0.14
C 2.15 4.18 4.02  -0.02
C 3.52 3.72 3.58  -0.34
C 4.59 3.91 4.62  -0.10
O 5.76 4.08 3.82  0.07
C 5.35 4.58 2.62  -0.55
O 6.08 5.01 1.79  0.16
O 4.00 4.51 2.50  0.08
H 1.41 3.95 3.25  0.07
H 1.84 3.68 4.95  0.09
H 2.12 5.26 4.17  0.09
H 3.47 2.67 3.25  0.15
H 4.69 3.05 5.28  0.14
H 4.44 4.81 5.23  0.14
C -0.52 5.91 7.17  -0.03
C -0.12 6.76 8.36  -0.33
C -0.99 6.57 9.57  -0.11
O -0.90 7.84 10.21  0.06
C -0.63 8.76 9.25  -0.55
O -0.68 9.94 9.40  0.16
O -0.30 8.15 8.08  0.09
H 0.18 6.05 6.35  0.08
H -0.54 4.85 7.43  0.10
H -1.50 6.20 6.80  0.07
H 0.94 6.59 8.60  0.16
H -0.63 5.78 10.22  0.14
H -2.04 6.38 9.32  0.14
C -4.89 3.53 -9.97  -0.02
C -3.59 2.94 -9.46  -0.34
C -3.67 1.47 -9.16  -0.10
O -2.70 1.32 -8.13  0.05
C -2.60 2.51 -7.49  -0.54
O -2.03 2.69 -6.46  0.15
O -3.25 3.49 -8.18  0.10
H -4.75 4.58 -10.22  0.09
H -5.23 3.01 -10.86  0.09
H -5.67 3.48 -9.20  0.09
H -2.78 3.17 -10.15  0.16
H -3.41 0.86 -10.03  0.14
H -4.64 1.15 -8.78  0.14

---

No. 5
Density functional theory data (wB97M-V/def2-TZVPD) for a structure of composition C21H26ClN4O7PSTc at a distorted geometry.

Output
Net charge: +2
Multiplicity: 4
Frontier orbital gap (alpha / beta), eV: 7.53 / 6.51
Calculated total energy, Ha: -2841.4594

Each line ends with the Löwdin charge.
Cartesian coordinates (Å):
Tc 1.14 1.04 0.77  1.08
C 1.42 2.14 4.93  0.04
C 1.72 1.00 4.01  -0.51
N 2.57 0.08 4.46  0.23
O 1.24 0.92 2.86  -0.16
H 1.48 1.83 5.97  0.10
H 0.43 2.54 4.73  0.10
H 2.14 2.93 4.78  0.11
H 2.95 0.15 5.39  0.14
H 2.84 -0.73 3.91  0.14
O -5.11 -7.28 1.74  -0.21
S -4.61 -6.04 2.23  0.54
O -3.30 -6.00 2.80  -0.25
O -5.54 -5.02 2.65  -0.16
C -4.38 -5.03 0.63  -0.31
N -5.22 -5.20 -0.34  0.18
C -5.12 -4.35 -1.35  -0.04
C -4.16 -3.33 -1.34  0.05
C -3.30 -3.27 -0.24  -0.18
N -3.46 -4.15 0.76  0.18
C -2.20 -2.33 -0.05  -0.10
C -1.77 -1.44 -1.03  0.04
C -0.70 -0.60 -0.76  -0.14
N -0.06 -0.58 0.42  -0.14
C -0.46 -1.45 1.35  -0.08
C -1.51 -2.32 1.17  0.05
H -5.82 -4.48 -2.16  0.13
H -4.11 -2.64 -2.16  0.12
H -2.24 -1.39 -2.00  0.13
H -0.36 0.08 -1.53  0.10
H 0.07 -1.42 2.29  0.11
H -1.81 -3.00 1.94  0.13
Cl 1.99 3.33 0.54  0.80
C 0.83 3.77 -0.68  -0.57
C 1.16 4.61 -1.72  -0.07
C 0.22 4.81 -2.72  -0.04
C -1.03 4.20 -2.66  -0.04
C -1.34 3.36 -1.61  -0.01
C -0.41 3.12 -0.60  -0.34
C -0.66 2.22 0.53  -0.15
H 2.12 5.10 -1.75  0.12
H 0.45 5.45 -3.56  0.12
H -1.77 4.39 -3.42  0.12
H -2.31 2.90 -1.56  0.12
H -1.58 1.64 0.39  0.08
H -0.74 2.78 1.47  0.09
C 2.50 1.74 -3.76  -0.04
O 1.85 1.75 -2.47  -0.30
P 2.22 0.74 -1.31  0.62
O 2.10 -0.65 -2.08  -0.29
C 2.55 -1.90 -1.56  -0.07
O 3.82 0.75 -1.15  -0.29
C 4.66 1.53 -0.31  -0.11
H 3.13 2.62 -3.84  0.10
H 1.72 1.77 -4.51  0.10
H 3.10 0.84 -3.89  0.09
H 2.83 -2.50 -2.42  0.11
H 1.75 -2.39 -1.01  0.08
H 3.42 -1.77 -0.92  0.09
H 5.65 1.08 -0.39  0.11
H 4.33 1.50 0.74  0.06
H 4.71 2.56 -0.64  0.09

---

No. 6
Density functional theory data (wB97M-V/def2-TZVPD) for the ion C5H9N2S with charge +1 at a distorted geometry.

Output
SMILES: C1=NC[C@H]2[NH2+]CS[C@@H]12
Net charge: +1
Multiplicity: 1
Frontier orbital gap, eV: 10.15
Calculated total energy, Ha: -703.3266

Each line ends with the Löwdin charge.
Cartesian coordinates (Å):
C -0.61 -1.94 0.08  -0.19
N -1.66 -1.39 0.50  0.07
C -1.78 0.00 0.13  -0.17
C -0.46 0.49 -0.45  -0.15
N 0.43 1.15 0.53  0.01
C 1.84 0.90 0.15  -0.38
S 1.99 -0.92 0.11  0.96
C 0.37 -1.12 -0.69  -0.40
H -0.43 -2.99 0.28  0.13
H -2.11 0.56 1.00  0.13
H -2.58 0.06 -0.62  0.14
H -0.49 1.04 -1.39  0.15
H 0.26 0.72 1.45  0.19
H 0.22 2.16 0.60  0.20
H 2.04 1.34 -0.83  0.11
H 2.53 1.30 0.89  0.11
H 0.45 -1.36 -1.74  0.10

---

No. 7
Density functional theory data (wB97M-V/def2-TZVPD) for a cluster of 2 separate species, C2H2Cl2O2 in total at a distorted geometry.

Output
Net charge: 0
Multiplicity: 1
Frontier orbital gap, eV: 9.25
Calculated total energy, Ha: -1148.1832

Each line ends with the Löwdin charge.
Cartesian coordinates (Å):
C 1.31 -0.40 0.41  -0.13
C -0.55 -0.03 -0.42  -1.21
O 1.41 0.00 1.52  0.07
O -1.40 -0.09 0.58  -0.11
Cl -0.86 -1.12 -1.69  0.67
Cl -0.21 1.81 -0.92  0.46
H 1.85 -1.07 -0.29  0.11
H -1.55 0.92 0.82  0.15

---

No. 8
Density functional theory data (wB97M-V/def2-TZVPD) for the molecule C4H8N2.

Output
Net charge: 0
Multiplicity: 1
Frontier orbital gap, eV: 7.72
Calculated total energy, Ha: -266.5316

Each line ends with the Löwdin charge.
Cartesian coordinates (Å):
C -0.38 -0.63 -1.59  -0.08
N -1.06 -1.32 -0.49  0.03
C -0.67 0.16 -0.38  -0.23
C 0.39 0.05 0.68  -0.34
C 1.38 1.13 0.85  -0.23
N 0.25 1.02 1.78  -0.04
H -0.98 -0.51 -2.49  0.11
H 0.64 -0.97 -1.75  0.12
H -2.02 -1.65 -0.58  0.15
H -1.52 0.84 -0.38  0.14
H -0.33 -1.55 0.30  0.14
H 1.37 2.03 0.23  0.09
H 2.38 0.85 1.19  0.08
H 0.55 0.55 2.63  0.07

---

No. 9
Density functional theory data (wB97M-V/def2-TZVPD) for a structure of composition C30H30IrN3O5Se2Te3.

Output
Net charge: -1
Multiplicity: 2
Frontier orbital gap (alpha / beta), eV: 6.22 / 5.18
Calculated total energy, Ha: -7413.0726

Each line ends with the Löwdin charge.
Cartesian coordinates (Å):
Ir -1.44 -1.44 -1.92  1.02
Se -5.32 -0.96 -1.15  -0.15
Te -5.63 1.03 0.56  0.12
Te -4.39 0.08 2.74  0.11
Se -3.13 -1.35 -0.28  -0.08
O -0.41 0.45 -7.35  0.12
C -1.72 0.41 -7.16  -0.51
O -2.51 0.74 -8.01  0.08
C -2.19 -0.07 -5.83  -0.05
C -3.51 -0.14 -5.46  0.01
N -3.56 -0.61 -4.20  0.04
N -2.33 -0.83 -3.73  -0.08
C -1.48 -0.50 -4.69  -0.12
C -0.03 -0.64 -4.36  -0.54
O 0.81 -0.33 -5.22  0.04
O 0.22 -1.06 -3.19  -0.10
H 0.11 0.14 -6.54  0.06
H -4.40 0.11 -6.02  0.14
H -4.35 -0.70 -3.57  0.05
C 1.44 3.69 6.83  -0.06
C 0.93 2.87 5.68  -0.28
C 1.08 1.49 5.66  -0.03
C 0.61 0.71 4.61  -0.32
C 0.83 -0.78 4.67  -0.10
C -0.04 1.33 3.53  -0.40
Te -0.71 0.10 1.93  1.36
N -0.31 -1.97 -0.33  -0.13
C -0.09 -3.11 -0.86  -0.62
O -0.71 -3.30 -2.04  -0.21
C 0.76 -4.19 -0.32  -0.15
C 1.10 -4.18 1.03  -0.03
C 1.92 -5.17 1.55  -0.09
C 2.41 -6.17 0.73  -0.11
C 2.08 -6.18 -0.62  -0.09
C 1.25 -5.20 -1.14  -0.02
C 0.25 1.01 0.28  -0.41
C -0.48 1.74 -0.67  -0.33
C -1.93 2.13 -0.55  -0.13
C 0.18 2.16 -1.83  -0.03
C 1.50 1.86 -2.08  -0.27
C 2.16 2.25 -3.37  -0.05
C 2.20 1.14 -1.12  -0.01
C 1.60 0.71 0.05  -0.30
C 2.39 -0.13 1.02  -0.08
C -0.22 2.72 3.55  -0.29
C -0.94 3.44 2.44  -0.06
C 0.27 3.46 4.61  -0.02
H 2.10 3.11 7.47  0.07
H 0.61 4.05 7.45  0.08
H 1.99 4.56 6.48  0.08
H 1.59 1.00 6.49  0.11
H 1.37 -1.05 5.57  0.07
H 1.38 -1.14 3.80  0.05
H -0.12 -1.32 4.68  0.07
H 0.70 -3.38 1.65  0.10
H 2.17 -5.16 2.61  0.10
H 3.05 -6.94 1.14  0.09
H 2.46 -6.96 -1.26  0.10
H 0.98 -5.19 -2.19  0.11
H -2.39 1.76 0.37  -0.04
H -2.51 1.72 -1.38  0.06
H -2.04 3.22 -0.58  0.09
H -0.39 2.71 -2.58  0.12
H 1.48 2.79 -4.02  0.08
H 2.48 1.36 -3.92  0.08
H 3.04 2.87 -3.20  0.08
H 3.24 0.88 -1.30  0.12
H 3.41 -0.26 0.65  0.08
H 1.93 -1.12 1.11  0.04
H 2.43 0.32 2.01  0.07
H -1.89 2.95 2.23  0.06
H -0.36 3.42 1.52  0.08
H -1.13 4.48 2.71  0.08
H 0.13 4.54 4.61  0.11

---

No. 10
Density functional theory data (wB97M-V/def2-TZVPD) for a structure of composition C9H9FHgNO4S.

Output
Net charge: -2
Multiplicity: 2
Frontier orbital gap (alpha / beta), eV: 5.17 / 6.73
Calculated total energy, Ha: -1355.5629

Each line ends with the Löwdin charge.
Cartesian coordinates (Å):
Hg 0.69 -0.01 3.16  0.85
C -0.47 2.92 -2.37  -0.08
C -0.63 1.72 -1.48  -0.29
C -1.11 1.85 -0.18  -0.04
C -1.25 0.74 0.65  -0.09
C -0.88 -0.51 0.18  -0.28
C -0.40 -0.66 -1.12  -0.07
C -0.28 0.45 -1.94  -0.06
S -1.00 -1.95 1.25  0.44
O -1.94 -1.59 2.30  -0.40
O -1.44 -3.00 0.33  -0.38
N 0.39 -2.21 1.91  -0.31
C 1.51 -2.51 1.03  -0.26
C 2.45 -1.32 0.68  -0.74
O 3.37 -1.61 -0.11  -0.10
O 2.24 -0.20 1.21  -0.20
H -0.93 3.80 -1.92  0.06
H -0.93 2.76 -3.35  0.06
H 0.59 3.15 -2.54  0.07
H -1.36 2.82 0.21  0.11
H -1.62 0.87 1.65  0.08
H -0.13 -1.64 -1.47  0.11
H 0.10 0.33 -2.94  0.10
H 1.19 -2.95 0.08  0.09
H 2.16 -3.24 1.52  0.09
F -0.33 1.99 3.27  -0.77

---

No. 11
Density functional theory data (wB97M-V/def2-TZVPD) for the molecule CH2N2S2 at a distorted geometry.

Output
SMILES: N#CN(S)S
Net charge: 0
Multiplicity: 1
Frontier orbital gap, eV: 8.42
Calculated total energy, Ha: -945.0882

Each line ends with the Löwdin charge.
Cartesian coordinates (Å):
N -3.65 -0.14 -0.70  0.15
C -2.59 -0.04 -0.28  -0.56
N -1.39 0.06 0.14  -0.73
S -0.80 1.50 0.87  0.70
S -0.54 -1.62 0.87  0.67
H 0.10 1.87 -0.25  -0.05
H 0.70 -1.12 0.67  -0.17

---

No. 12
Density functional theory data (wB97M-V/def2-TZVPD) for the molecule C22H30N4O4.

Output
SMILES: COCCCNC(=O)CCC(=O)Nc1ccc2nc(N3CCOCC3)cc(C)c2c1
Net charge: 0
Multiplicity: 1
Frontier orbital gap, eV: 8.00
Calculated total energy, Ha: -1376.3590

Each line ends with the Löwdin charge.
Cartesian coordinates (Å):
C -0.03 3.05 -2.64  -0.11
O 0.86 2.55 -1.69  -0.21
C 1.44 1.30 -2.02  -0.23
C 2.48 1.35 -3.14  -0.14
C 3.67 2.24 -2.79  -0.17
N 4.44 1.74 -1.68  0.07
C 5.39 0.79 -1.84  -0.51
O 5.76 0.39 -2.92  0.06
C 5.99 0.28 -0.53  -0.09
C 5.20 -0.93 -0.03  -0.09
C 3.81 -0.54 0.46  -0.45
O 3.52 0.60 0.74  0.04
N 2.96 -1.60 0.55  0.13
C 1.59 -1.60 0.86  -0.21
C 0.94 -2.85 0.90  -0.02
C -0.39 -2.93 1.17  -0.01
C -1.15 -1.76 1.40  -0.22
N -2.47 -1.90 1.65  0.15
C -3.20 -0.82 1.85  -0.27
N -4.51 -1.03 2.19  -0.08
C -5.03 -2.38 2.15  -0.13
C -5.74 -2.62 0.81  -0.18
O -6.76 -1.67 0.60  -0.13
C -6.26 -0.36 0.64  -0.19
C -5.56 -0.07 1.98  -0.13
C -2.64 0.48 1.81  0.05
C -1.30 0.65 1.56  -0.19
C -0.70 2.02 1.50  -0.02
C -0.50 -0.50 1.36  -0.10
C 0.88 -0.45 1.11  0.04
H -0.49 3.94 -2.20  0.09
H 0.47 3.34 -3.57  0.08
H -0.82 2.32 -2.88  0.09
H 0.64 0.58 -2.29  0.13
H 1.91 0.96 -1.10  0.09
H 2.02 1.71 -4.06  0.11
H 2.84 0.33 -3.32  0.12
H 4.34 2.30 -3.65  0.12
H 3.32 3.25 -2.53  0.12
H 4.07 1.88 -0.75  0.12
H 7.02 -0.01 -0.72  0.12
H 5.97 1.07 0.23  0.12
H 5.12 -1.67 -0.83  0.13
H 5.74 -1.40 0.80  0.13
H 3.34 -2.51 0.32  0.14
H 1.52 -3.74 0.71  0.11
H -0.89 -3.88 1.21  0.11
H -4.20 -3.08 2.27  0.11
H -5.75 -2.50 2.97  0.13
H -6.23 -3.60 0.79  0.13
H -5.00 -2.56 0.00  0.13
H -7.11 0.31 0.49  0.13
H -5.53 -0.21 -0.18  0.13
H -5.19 0.95 1.99  0.11
H -6.29 -0.18 2.79  0.13
H -3.25 1.35 1.98  0.10
H -0.24 2.20 0.53  0.07
H 0.08 2.12 2.26  0.09
H -1.46 2.78 1.68  0.08
H 1.38 0.51 1.11  0.09

---

> Look up the net charge of the fifth one.

+2